(1)
The following is a DFT calculation (the ωB97M-V functional and the def2-TZVPD basis) of 15 unconnected molecules or ions with the total composition C5H40N2O14 in a non-equilibrium geometry.

relative energy (zero: lowest compared OMol25 entry of this formula, charge and spin)	536.9	kJ/mol
LUMO energy	0.00	eV
HOMO energy	-0.28414	Eh
Kohn-Sham gap	7.7	eV

The geometry in ORCA input format:
```
! wB97M-V def2-TZVPD RIJCOSX def2/J DEFGRID3
* xyz 0 1
C -0.3713 -1.5316 -1.0412
C 0.4638 -0.2034 -1.0176
C 1.7603 -0.3473 -1.8076
C 1.7984 -1.0988 -2.9373
N 3.0491 -1.2759 -3.6504
C 2.8607 0.5082 -1.2528
N -1.4106 -1.4796 0.0470
H -0.8008 -1.6818 -2.0572
H 0.2274 -2.3160 -0.8151
H -0.1374 0.6788 -1.3651
H 0.6961 -0.0442 0.0665
H 0.9934 -1.5890 -3.4064
H 3.4804 -0.4047 -3.8642
H 2.9317 -1.6185 -4.5410
H 3.4569 0.9566 -2.0907
H 3.5241 -0.1736 -0.7029
H 2.4822 1.4347 -0.8786
H -2.3163 -1.3837 -0.2547
H -1.5896 -2.3991 0.4454
H 2.4007 -2.3343 -1.1556
H 3.6319 -2.4009 -2.1718
O 3.1898 -2.7764 -1.4474
H -4.2016 0.6263 -0.1011
H -3.6359 1.8653 -0.8466
O -3.8797 0.9404 -0.8910
H 3.6320 1.5770 2.3587
H 2.1564 0.9196 2.3566
O 2.7532 1.5396 1.8797
H -4.3538 1.4134 2.6638
H -3.3973 0.6114 1.7887
O -4.3433 0.7601 1.9554
H -1.6841 -5.1530 -0.5236
H -0.7757 -4.8654 0.6676
O -1.6638 -4.7262 0.2929
H 0.2504 3.1978 2.1003
H 1.5285 2.5016 1.4580
O 0.5884 2.8562 1.2140
H 0.7394 1.1526 4.1466
H 0.7334 -0.2385 3.6281
O 1.3702 0.4011 4.0018
H -4.2972 -1.0004 1.6327
H -4.8592 -2.3027 1.3184
O -4.0191 -1.8222 1.3975
H 1.0598 3.3559 -0.4098
H 1.9119 4.3995 -1.3544
O 1.2713 3.6654 -1.2802
H 1.8566 -4.3509 -0.2418
H 2.0754 -4.7087 1.1715
O 1.4203 -4.8489 0.4613
H 1.0209 1.7105 -4.3965
H 1.0376 2.1876 -2.8622
O 1.1004 1.4209 -3.4401
H -0.2772 4.3773 -1.2107
H -1.0703 4.7287 0.1343
O -1.1491 4.7672 -0.8328
H -1.2534 -0.5955 1.8085
H -2.4895 -0.9947 2.6785
O -1.9508 -0.1804 2.3942
H -2.1106 2.5828 3.4937
H -1.1715 1.4550 2.7858
O -1.1811 2.2718 3.3084
*
```

How is the electron density shared among the atoms? According to natural (NBO), the charges in e are: C -0.2072; C -0.4229; C -0.0196; C -0.0228; N -0.8615; C -0.6742; N -0.8844; H 0.1809; H 0.1711; H 0.2289; H 0.1886; H 0.1925; H 0.3648; H 0.3609; H 0.2022; H 0.2374; H 0.2346; H 0.3801; H 0.3870; H 0.4837; H 0.5003; O -1.0019; H 0.4729; H 0.4804; O -0.9554; H 0.4996; H 0.5107; O -0.9832; H 0.4817; H 0.5047; O -0.9965; H 0.4680; H 0.4962; O -0.9630; H 0.5041; H 0.5063; O -1.0370; H 0.4960; H 0.4760; O -0.9505; H 0.4742; H 0.4784; O -0.9599; H 0.5222; H 0.4970; O -0.9985; H 0.4921; H 0.4745; O -0.9639; H 0.4774; H 0.5003; O -0.9765; H 0.4922; H 0.4618; O -0.9928; H 0.5200; H 0.5147; O -1.0370; H 0.4843; H 0.5119; O -1.0018



(2)
The following is a DFT calculation (the ωB97M-V functional and the def2-TZVPD basis) of 14 unconnected molecules or ions with the total composition C5H40N2O14 in a non-equilibrium geometry.

relative energy (zero: lowest compared OMol25 entry of this formula, charge and spin)	305.7	kJ/mol
LUMO energy	0.01	eV
HOMO energy	-0.33696	Eh
Kohn-Sham gap	9.2	eV

The geometry in ORCA input format:
```
! wB97M-V def2-TZVPD RIJCOSX def2/J DEFGRID3
* xyz 0 1
C -1.5766 -0.2009 0.3312
N -0.1341 -0.2844 0.3906
C 0.2924 -1.6804 0.4213
C 1.7661 -1.7733 0.7408
C 2.3985 -3.1799 0.5986
O 2.0982 -1.1119 1.9492
C -2.0099 1.3001 0.3392
N -1.4257 2.1328 1.4251
H -2.0869 -0.6102 -0.6064
H -2.2110 -0.5983 1.1383
H 0.1160 0.1786 1.2913
H -0.1544 -2.4501 1.0557
H 0.0856 -2.1717 -0.5815
H 2.1804 -1.0340 0.0018
H 2.1518 -3.9323 1.4241
H 3.4551 -2.9143 0.5205
H 2.0760 -3.7313 -0.3032
H 1.3760 -0.9972 2.6016
H -3.1195 1.3563 0.3676
H -1.6689 1.7932 -0.5893
H -0.7027 2.7723 1.1862
H -2.1309 2.6469 1.9342
H -2.4215 -1.9763 3.8950
H -1.5703 -1.2858 2.9174
O -2.4860 -1.5376 3.0434
H -1.3506 -2.7012 -2.1107
H -2.1343 -3.0542 -0.8074
O -2.1470 -3.1109 -1.7638
H 0.2130 -1.6866 -3.4929
H 0.4871 -0.8681 -2.2603
O -0.2443 -1.4142 -2.6808
H -2.6826 -2.6436 1.7459
H -3.4356 -3.6148 0.7624
O -2.5913 -3.1549 0.9187
H 3.3377 1.7042 -0.5362
H 3.7406 0.3381 0.0562
O 4.0768 1.2625 -0.0860
H 0.1716 1.0914 4.7393
H 0.4446 1.6788 3.3487
O 0.4339 0.8442 3.8587
H 1.5751 0.9721 -2.6362
H 1.3595 0.1259 -1.3918
O 1.8403 0.1090 -2.2571
H -1.3138 -0.2392 -3.4980
H -2.5787 0.5703 -3.3532
O -1.6833 0.6366 -3.6999
H 1.6841 3.6459 1.9976
H 1.0300 4.0714 0.6344
O 0.8933 4.0308 1.5886
H -3.2529 -1.7695 -2.2932
H -3.9945 -0.5773 -1.6787
O -3.8585 -1.0404 -2.5173
H 3.6100 1.9311 1.5493
H 3.1601 1.4312 2.9136
O 3.2330 2.2470 2.3739
H -0.4149 1.7218 -3.6715
H 0.7455 2.7201 -4.0991
O 0.4752 2.1113 -3.3959
H 0.6993 2.2303 -0.2685
H 0.8067 2.8657 -1.6848
O 0.9691 3.0028 -0.7546
*
```

How is the electron density shared among the atoms? According to natural (NBO), the charges in e are: C -0.2551; N -0.6860; C -0.2859; C 0.1184; C -0.6479; O -0.7543; C -0.2236; N -0.9046; H 0.2012; H 0.1861; H 0.3913; H 0.1889; H 0.2216; H 0.1360; H 0.2208; H 0.2255; H 0.2213; H 0.4874; H 0.1888; H 0.1790; H 0.3968; H 0.3709; H 0.4838; H 0.4870; O -0.9328; H 0.4946; H 0.4977; O -0.9972; H 0.4889; H 0.5052; O -0.9967; H 0.5050; H 0.4827; O -0.9979; H 0.4875; H 0.4813; O -0.9438; H 0.4773; H 0.5024; O -0.9782; H 0.5099; H 0.4707; O -0.9699; H 0.5031; H 0.5084; O -0.9983; H 0.4988; H 0.4982; O -1.0073; H 0.5014; H 0.4586; O -0.9805; H 0.4949; H 0.4790; O -0.9914; H 0.5338; H 0.4887; O -1.0222; H 0.4807; H 0.5070; O -0.9869



(3)
The following is a DFT calculation (the ωB97M-V functional and the def2-TZVPD basis) of 14 unconnected molecules or ions with the total composition C5H40NO13 in a non-equilibrium geometry.

relative energy (zero: lowest compared OMol25 entry of this formula, charge and spin)	0.0	kJ/mol
LUMO energy	-2.45	eV
HOMO energy	-0.48342	Eh
Kohn-Sham gap	10.7	eV

The geometry in ORCA input format:
```
! wB97M-V def2-TZVPD RIJCOSX def2/J DEFGRID3
* xyz 1 1
C 1.2297 0.2257 1.0490
C 0.2007 -0.3981 0.1183
C -0.1791 -1.8476 0.5004
C -1.2859 -1.9178 1.5633
C -2.6715 -1.5808 1.0084
N 2.5348 -0.4865 0.8995
H 0.9153 0.1463 2.0899
H 1.3792 1.2860 0.8360
H -0.6893 0.2198 0.1344
H 0.5490 -0.3608 -0.9112
H -0.5098 -2.3377 -0.4139
H 0.7009 -2.3806 0.8630
H -1.2774 -2.9348 1.9772
H -1.0687 -1.2479 2.3965
H -2.7491 -0.5468 0.6440
H -3.4254 -1.6658 1.7982
H -2.8816 -2.2650 0.1882
H 3.3153 0.1668 0.8188
H 2.6889 -1.1540 1.6547
H 2.6120 -1.0263 -0.0044
H 1.7783 -2.3432 -1.7373
H 2.4406 -3.1889 -0.5669
O 2.5274 -2.3739 -1.0903
H -0.9474 -4.8060 -1.6321
H -1.5488 -4.5675 -3.0398
O -1.0755 -4.1318 -2.3134
H -2.5834 -0.1569 -2.3639
H -2.3392 1.3948 -2.3209
O -2.0040 0.5469 -2.7003
H 0.0195 -2.8757 -2.8355
H -0.1320 -1.3466 -2.8827
O 0.5473 -2.0559 -2.9756
H 0.7499 -2.2792 4.7013
H 0.7367 -0.7518 4.6224
O 1.1613 -1.5532 4.2388
H -0.4242 1.2900 -3.1551
H 1.1512 1.1871 -3.1508
O 0.3931 1.8240 -3.1435
H -2.4720 3.3579 0.6597
H -1.0031 3.6811 0.4907
O -1.6984 3.5880 1.1860
H 3.0053 -0.1729 -3.9512
H 2.0227 -0.9868 -3.0746
O 2.4665 -0.1177 -3.1490
H -2.1553 3.1996 4.1870
H -1.4587 2.9592 2.8368
O -1.3968 2.7513 3.8056
H 4.1185 1.8467 -1.2909
H 3.1536 0.7213 -1.7463
O 3.4779 1.2017 -0.9532
H 0.3139 4.5244 -1.4172
H 0.2273 2.9869 -1.8246
O -0.1200 3.6852 -1.1965
H -1.8168 3.3393 -1.5257
H -3.2888 3.5129 -2.0508
O -2.7122 2.9188 -1.5537
H -0.0075 1.0253 6.0038
H -0.5207 1.4832 4.6281
O 0.0259 0.7880 5.0714
*
```

How is the electron density shared among the atoms? According to natural (NBO), the charges in e are: C -0.2315; C -0.4217; C -0.3998; C -0.4014; C -0.6117; N -0.7220; H 0.2390; H 0.2367; H 0.2348; H 0.1975; H 0.2001; H 0.1870; H 0.2064; H 0.2150; H 0.1986; H 0.2267; H 0.1966; H 0.4640; H 0.4352; H 0.4694; H 0.5064; H 0.4895; O -0.9788; H 0.4990; H 0.5008; O -0.9669; H 0.4886; H 0.5145; O -1.0173; H 0.5262; H 0.5036; O -1.0056; H 0.4694; H 0.5090; O -1.0009; H 0.5046; H 0.5013; O -1.0052; H 0.4928; H 0.5047; O -0.9870; H 0.5052; H 0.5143; O -0.9891; H 0.4824; H 0.5179; O -0.9968; H 0.4902; H 0.5047; O -1.0099; H 0.4996; H 0.5301; O -1.0199; H 0.5095; H 0.4939; O -0.9981; H 0.4808; H 0.5199; O -1.0026



(4)
The following is a DFT calculation (the ωB97M-V functional and the def2-TZVPD basis) of 17 unconnected molecules or ions with the total composition C5H44O16 in a non-equilibrium geometry.

relative energy (zero: lowest compared OMol25 entry of this formula, charge and spin)	104.1	kJ/mol
LUMO energy	-0.27	eV
HOMO energy	-0.38661	Eh
Kohn-Sham gap	10.3	eV

The geometry in ORCA input format:
```
! wB97M-V def2-TZVPD RIJCOSX def2/J DEFGRID3
* xyz 0 1
C -3.7286 0.0038 1.8675
C -3.5091 -1.3213 1.1157
C -2.0237 -1.7594 1.2755
C -1.2589 -1.6816 -0.0482
C -1.6467 -2.7391 -1.0376
H -4.5160 0.6588 1.4761
H -2.7076 0.4411 1.9066
H -3.9042 -0.1420 2.9276
H -3.7707 -1.2571 0.0515
H -4.1550 -2.1040 1.5624
H -1.5262 -1.2452 2.1014
H -2.0306 -2.7926 1.6433
H -1.3125 -0.6407 -0.4359
H -0.2336 -1.8454 0.3159
H -1.3261 -3.7633 -0.8871
H -2.7206 -2.8686 -1.3142
H -1.2952 -2.4570 -2.0232
H 0.3073 1.0219 -4.2307
H 1.3193 1.0991 -3.1216
O 1.1349 1.4586 -4.0122
H 3.5168 1.5748 0.3481
H 3.5910 0.0031 0.6261
O 3.7812 0.7263 -0.0240
H 1.4618 3.8740 -2.1026
H 2.1456 2.5951 -1.6261
O 1.4116 3.1881 -1.4326
H -0.0245 -3.0119 -2.9050
H 1.4722 -2.8269 -3.0450
O 0.8162 -3.3990 -2.6256
H -2.1904 1.3607 -3.3178
H -1.4444 0.8051 -2.2126
O -1.6133 0.5992 -3.1713
H 0.8927 0.0319 3.8578
H 0.3682 -0.1230 2.4500
O 1.0416 -0.4702 3.0489
H 3.3325 -0.2279 2.5992
H 2.4252 -1.1522 2.3324
O 3.2802 -0.9062 1.8975
H -3.0500 0.9138 -0.5976
H -1.6012 1.3083 -0.2589
O -2.3672 1.5549 -0.8490
H 0.5192 2.2396 -0.2027
H 0.5558 0.8360 -0.4336
O 0.1077 1.4543 0.2322
H 2.8885 -2.9715 2.3134
H 1.6630 -2.6170 2.9631
O 2.0648 -3.4135 2.5853
H 0.7078 3.6208 1.1721
H -0.3519 4.7207 0.5809
O 0.0917 4.3418 1.3353
H -1.8803 1.9268 2.3332
H -1.8496 3.4398 2.0047
O -2.4135 2.7239 2.3145
H -0.3757 -1.1383 -4.5166
H -1.6982 -1.5477 -4.0103
O -0.9229 -1.9332 -4.4525
H 1.5787 -0.6363 -1.2735
H 2.7091 0.3870 -1.0908
O 1.7923 0.2852 -1.5375
H 2.8466 -2.4455 0.0367
H 1.4786 -2.9828 0.4007
O 1.9148 -2.2068 0.0186
H 0.1306 2.9060 3.6957
H -0.7345 1.7317 4.2516
O 0.0753 1.9461 3.7517
*
```

How is the electron density shared among the atoms? According to natural (NBO), the charges in e are: C -0.6025; C -0.4204; C -0.3804; C -0.4142; C -0.6208; H 0.2232; H 0.1726; H 0.2089; H 0.1958; H 0.2075; H 0.1775; H 0.2057; H 0.1883; H 0.2151; H 0.2260; H 0.2033; H 0.1983; H 0.4733; H 0.4890; O -0.9830; H 0.4787; H 0.5139; O -0.9672; H 0.5005; H 0.4896; O -0.9679; H 0.4849; H 0.4627; O -0.9572; H 0.4803; H 0.4982; O -1.0018; H 0.5080; H 0.5117; O -0.9842; H 0.4810; H 0.5049; O -0.9739; H 0.4738; H 0.5014; O -0.9753; H 0.4957; H 0.5044; O -1.0306; H 0.4708; H 0.4659; O -0.9357; H 0.4927; H 0.4934; O -0.9803; H 0.4646; H 0.4870; O -0.9557; H 0.4749; H 0.4873; O -0.9500; H 0.5158; H 0.5059; O -1.0461; H 0.4757; H 0.5038; O -0.9702; H 0.5010; H 0.4856; O -0.9812